# 1
A 3-piece molecular cluster, C5H15N2O overall, computed with ωB97M-V/def2-TZVPD.

Structure (XYZ):
```
23
C5H15N2O (ωB97M-V/def2-TZVPD)
N 0.05105 -0.07292 1.61443
C -0.98806 -0.29280 0.55089
C -0.47617 -1.27288 -0.46342
C 1.01876 -1.25466 -0.94705
C 1.18803 -0.66682 -2.18663
C -2.26187 -0.79528 1.22389
N 1.80007 2.03873 0.79373
H -3.02839 -1.02926 0.43333
H 0.41599 -1.02324 1.72686
H 0.75727 0.59859 1.29343
H -1.01293 0.74232 0.16779
H -1.07479 -0.96857 -1.36864
H -0.79306 -2.26103 -0.08552
H 1.68341 -1.83656 -0.26740
H 0.31368 -0.09484 -2.56453
H 2.16119 -0.72404 -2.71863
H -2.10483 -1.77424 1.76211
H -2.64942 -0.01277 1.99834
H 1.33548 1.85084 -0.07358
H 2.83629 2.11823 0.68501
H 1.43721 2.89807 1.12981
H -0.59891 2.25833 -1.58666
O -0.00998 1.57481 -1.11754
```

Output
- molecular weight (Da) = 119.2
- energy (eV) = -10441.2550
- gap between HOMO and LUMO (eV) = 4.84
- LUMO energy (eV) = -9.2
- energy above the lowest of the compared OMol25 structures with the same formula, charge and spin (kcal per mole) = 214.6
- charge = +1


# 2
A 3-piece molecular cluster, C17H23F16O3 overall, computed with ωB97M-V/def2-TZVPD.

Structure (XYZ):
```
59
C17H23F16O3 (ωB97M-V/def2-TZVPD)
C -3.06484 2.12828 -0.40084
C -3.60969 1.82353 -1.95269
C -3.64916 0.16654 -2.07589
C -4.24080 -0.30127 -3.55356
C -4.19723 -1.95242 -3.75844
C -2.70812 -2.48896 -4.27945
O -1.77009 -1.35646 -4.22527
C -0.49203 -1.71546 -3.59139
H -3.91643 1.97130 0.40957
H -2.24509 1.29121 -0.19261
H -2.52726 3.17282 -0.30787
H -2.82518 2.19540 -2.76084
H -4.66785 2.31819 -2.13230
H -2.49572 -0.13409 -2.02356
H -5.40276 -0.02809 -3.55173
H -3.78033 0.29171 -4.45562
H -4.97338 -2.26074 -4.58619
H -4.53211 -2.52386 -2.76528
H -2.36914 -3.44168 -3.68527
H -2.85979 -2.83327 -5.41147
H 0.11971 -2.54765 -4.14173
H -0.63204 -1.95212 -2.43628
H 0.18306 -0.73345 -3.63101
C 3.46890 0.93699 0.52159
C 4.43479 0.80349 -0.66507
C 4.67935 2.09294 -1.44057
F 3.54467 2.58213 -1.99343
F 5.53909 1.87403 -2.47417
F 4.00305 -0.19651 -1.48200
F 5.63589 0.37602 -0.16252
O 2.11608 0.53844 0.28129
C 1.28240 1.53031 -0.31448
C 0.78999 1.13547 -1.71236
F 1.82490 0.91964 -2.56317
F 0.03149 2.11867 -2.26158
F 1.92558 2.72193 -0.29774
F 0.21849 1.66864 0.52473
H 3.82302 0.23870 1.29007
H 3.52574 1.92230 1.00045
H 5.11889 2.86415 -0.80426
H 0.19166 0.22107 -1.67291
C -0.50324 -0.49974 3.81403
C 0.51544 0.64886 3.85801
C 1.84143 0.35637 3.16512
F 2.49606 -0.68567 3.72912
F 2.67888 1.42615 3.26329
F 0.70139 1.03158 5.15135
F -0.06106 1.72454 3.23472
O -0.57272 -1.32580 4.98000
C 0.38627 -2.37952 5.04164
C 1.37212 -2.22245 6.20604
F 2.06312 -1.05765 6.12083
F 2.29093 -3.22217 6.20969
F 1.00100 -2.49365 3.84040
F -0.33485 -3.52389 5.20207
H -1.49448 -0.03335 3.75482
H -0.42578 -1.09472 2.89568
H 1.69887 0.14607 2.10292
H 0.84891 -2.23282 7.16616
```

Output
- molecular weight (Da) = 579.3
- energy (eV) = -67618.2517
- gap between HOMO and LUMO (eV) = 3.65
- LUMO energy (eV) = 2.3
- energy above the lowest of the compared OMol25 structures with the same formula, charge and spin (kcal per mole) = 90.6
- charge = -1


# 3
A 8-piece molecular cluster, C55H62IN9O18S overall, computed with ωB97M-V/def2-TZVPD.

Structure (XYZ):
```
146
C55H62IN9O18S (ωB97M-V/def2-TZVPD)
C 4.86512 1.64114 0.33423
C 4.52768 1.32114 -1.13771
C 3.29997 2.06205 -1.67806
N 2.06029 1.28846 -1.57695
C 1.08155 1.70089 -0.62950
C -0.20914 2.51887 -1.06874
I 0.20762 3.41837 -2.99355
C -0.32422 3.66033 -0.05631
O -1.29942 4.59082 -0.42278
C -1.42287 5.65338 0.52090
C -0.55057 6.84688 0.12275
C -1.49216 1.63903 -1.25903
C -2.51498 1.59195 -0.10050
C -3.69163 2.56509 -0.20310
C -4.68493 2.32452 0.93957
N -5.48514 3.51243 1.26703
C -1.04190 0.22419 -1.58868
O -0.54537 -0.42973 -0.39242
S 0.63044 0.25753 0.40504
O 1.70816 -0.68223 0.49416
O 0.05135 0.78924 1.61594
H 4.78165 0.75104 0.96559
H 4.18759 2.39879 0.74445
H 5.88162 2.02704 0.45305
H 5.38944 1.51907 -1.78241
H 4.31033 0.25024 -1.22298
H 3.16426 3.00436 -1.12670
H 3.43358 2.34918 -2.72666
H 1.67774 1.05961 -2.48125
H 1.58913 2.29922 0.13945
H 0.66499 4.14037 0.03012
H -0.56460 3.22250 0.92612
H -1.14862 5.29998 1.52406
H -2.48675 5.90675 0.54691
H 0.29736 6.50060 -0.47639
H -0.15916 7.36724 1.00278
H -1.11229 7.57011 -0.47556
H -2.02764 2.00115 -2.14398
H -2.93784 0.57501 -0.08834
H -2.02091 1.69180 0.87002
H -3.36255 3.60442 -0.17412
H -4.18592 2.39941 -1.17171
H -5.34670 1.49012 0.67187
H -4.11477 2.01808 1.82522
H -6.47182 3.34049 1.13568
H -5.37302 3.74630 2.24397
H -1.88566 -0.39207 -1.90613
H -0.27868 0.17584 -2.36855
C -2.40474 -3.24891 2.61000
C -2.02862 -1.95614 2.94543
C -2.99423 -1.00554 3.23721
C -4.32285 -1.39176 3.20780
C -4.72279 -2.67615 2.88500
C -3.74502 -3.60669 2.56968
N -5.36047 -0.39028 3.52826
O -4.99465 0.75143 3.71666
O -6.51605 -0.75794 3.56895
H -1.64776 -3.98597 2.37769
H -0.98624 -1.67623 2.97804
H -2.72149 0.00755 3.49167
H -5.77338 -2.92489 2.86448
H -4.02464 -4.61522 2.29717
C -1.76890 -4.91840 -2.27232
C -2.98518 -5.57050 -2.43138
C -3.51650 -6.31800 -1.39189
C -2.81956 -6.36457 -0.20018
C -1.60689 -5.72467 -0.01540
C -1.07430 -5.00492 -1.07246
N -3.41666 -7.08009 0.94548
O -4.43582 -7.70774 0.76079
O -2.88191 -6.92527 2.02484
H -1.36927 -4.32318 -3.08326
H -3.53566 -5.47971 -3.35756
H -4.46974 -6.81782 -1.48249
H -1.09875 -5.79803 0.93360
H -0.12756 -4.49589 -0.94825
C 3.90501 -4.00641 -3.66459
C 3.38277 -4.06018 -4.95080
C 2.47095 -3.10594 -5.37169
C 2.11294 -2.11073 -4.47999
C 2.61496 -2.03500 -3.19182
C 3.52124 -3.00173 -2.78615
N 1.13998 -1.09491 -4.92024
O 0.63608 -1.21454 -6.01236
O 0.88287 -0.19145 -4.14361
H 4.61782 -4.75389 -3.33993
H 3.68313 -4.84699 -5.62960
H 2.04431 -3.12263 -6.36332
H 2.29045 -1.25221 -2.51931
H 3.92095 -2.97982 -1.78200
C 3.93433 10.55436 0.01981
C 3.37423 9.78530 -0.99211
C 3.19489 8.42295 -0.81323
C 3.58744 7.86580 0.38985
C 4.14684 8.60659 1.41425
C 4.31990 9.96734 1.21796
N 3.38653 6.41909 0.59469
O 2.90185 5.78390 -0.31798
O 3.70476 5.94759 1.66347
H 4.06846 11.61815 -0.12514
H 3.07331 10.24537 -1.92343
H 2.76095 7.79892 -1.58015
H 4.43098 8.12247 2.33649
H 4.75382 10.56895 2.00487
C 3.28212 2.30618 3.98691
C 1.92487 2.31467 3.68889
C 1.16889 3.44802 3.94407
C 1.79895 4.54880 4.49391
C 3.14245 4.55741 4.81823
C 3.88633 3.41870 4.55719
N 1.00965 5.77416 4.72350
O -0.16692 5.75331 4.42376
O 1.58422 6.74012 5.18170
H 3.87061 1.42293 3.77369
H 1.44977 1.45389 3.24351
H 0.11403 3.48595 3.71385
H 3.58678 5.44290 5.24579
H 4.94247 3.40655 4.79076
C 5.55133 -9.89685 -1.13430
C 6.38767 -8.80861 -0.92194
C 5.85415 -7.53748 -0.77938
C 4.48110 -7.39328 -0.85456
C 3.62509 -8.45837 -1.06577
C 4.17545 -9.72229 -1.20731
N 3.90217 -6.04449 -0.70025
O 4.67007 -5.11574 -0.54231
O 2.69658 -5.93736 -0.74747
H 5.97413 -10.88691 -1.24194
H 7.45863 -8.94749 -0.86464
H 6.47837 -6.67276 -0.61190
H 2.55969 -8.29134 -1.11578
H 3.52654 -10.57137 -1.37312
C -6.05031 -1.41606 0.71919
C -5.02946 -1.54449 -0.21395
C -5.17292 -2.40635 -1.29016
C -6.35060 -3.12329 -1.40141
C -7.38240 -3.01568 -0.48720
C -7.22216 -2.14909 0.58290
N -6.49842 -4.06911 -2.52610
O -5.56110 -4.17401 -3.29240
O -7.52008 -4.71554 -2.59564
H -5.93149 -0.74369 1.55906
H -4.11563 -0.97602 -0.10289
H -4.39217 -2.53558 -2.02453
H -8.27814 -3.60472 -0.61437
H -8.01300 -2.05139 1.31406
```

Output
- molecular weight (Da) = 1296.1
- energy (eV) = -127222.9848
- gap between HOMO and LUMO (eV) = 8.14
- LUMO energy (eV) = -0.8


# 4
An isolated molecule of C25H40N6S, computed with ωB97M-V/def2-TZVPD.

Structure (XYZ):
```
72
C25H40N6S (ωB97M-V/def2-TZVPD)
C -6.30578 -3.12338 -3.03613
C -6.95449 -2.71345 -1.71964
C -6.24612 -1.51714 -1.08949
H -5.19759 -1.77026 -0.92271
C -6.90078 -1.09918 0.22922
N -6.28199 0.09785 0.77220
C -7.19744 0.96938 1.48503
C -7.89908 0.35968 2.70469
H -7.17636 0.02377 3.44471
H -8.51418 -0.48833 2.41400
H -8.53801 1.10674 3.16787
H -6.63482 1.85070 1.80119
H -7.95462 1.30090 0.76790
C -5.02810 -0.13587 1.46582
C -4.01848 0.97942 1.17470
H -4.42320 1.93937 1.49781
H -3.10783 0.79740 1.74946
C -3.71485 1.05813 -0.32659
N -2.88330 2.18173 -0.68608
C -1.54268 2.31537 -0.52753
N -0.87037 1.22751 -0.08747
C 0.49631 1.01956 0.13299
C 1.49140 1.77876 -0.43706
C 2.84028 1.50072 -0.17104
C 3.18187 0.41776 0.67964
N 4.45002 0.08235 0.97055
C 5.44010 0.78857 0.45870
N 6.70543 0.45267 0.85547
C 7.88542 0.71471 0.06710
H 7.77248 1.61606 -0.53152
C 8.19033 -0.48206 -0.84015
N 8.39190 -1.66457 -0.02430
C 8.79663 -2.80560 -0.81407
H 8.98680 -3.64709 -0.14941
H 9.71779 -2.56410 -1.34298
H 8.03605 -3.10646 -1.55235
C 7.19884 -1.94051 0.75887
C 6.88465 -0.74157 1.65391
H 5.96859 -0.91753 2.21511
H 7.72166 -0.56863 2.33649
H 7.38603 -2.82233 1.37534
H 6.32514 -2.14225 0.11346
H 9.10396 -0.29049 -1.40828
H 7.35507 -0.61482 -1.55429
H 8.72366 0.85584 0.75698
C 5.19400 1.90218 -0.39338
C 3.91681 2.26283 -0.71238
C 3.64566 3.43573 -1.60002
H 3.12328 3.11693 -2.50116
H 3.01333 4.15958 -1.08863
H 4.57368 3.92319 -1.88933
H 6.01607 2.48446 -0.77948
C 2.14299 -0.35746 1.23602
C 0.83773 -0.06379 0.96833
H 0.04742 -0.66427 1.40132
H 2.41136 -1.18396 1.87529
H 1.23394 2.59669 -1.08560
H -1.44474 0.45730 0.22756
S -0.88250 3.78999 -0.89291
H -3.34577 3.04823 -0.91554
H -4.66412 1.16247 -0.85415
H -3.24875 0.12861 -0.67165
H -5.16387 -0.21520 2.55469
H -4.60996 -1.08367 1.12031
H -6.86932 -1.94344 0.93735
H -7.95050 -0.87259 0.03010
H -6.27695 -0.67011 -1.77679
H -6.92969 -3.55568 -1.02400
H -8.00263 -2.46122 -1.89518
H -6.82515 -3.97425 -3.47042
H -5.26528 -3.40011 -2.88024
H -6.33741 -2.30179 -3.74825
```

Output
- molecular weight (Da) = 456.7
- energy (eV) = -46351.0129
- gap between HOMO and LUMO (eV) = 7.85
- LUMO energy (eV) = 0.6
- energy above the lowest of the compared OMol25 structures with the same formula, charge and spin (kcal per mole) = 4.2


# 5
A 8-piece molecular cluster, C55H41BrN2O28 overall, computed with ωB97M-V/def2-TZVPD.

Structure (XYZ):
```
127
C55H41BrN2O28 (ωB97M-V/def2-TZVPD)
N 0.36521 -1.97144 3.45673
C 0.20270 -1.27942 2.35523
C 0.43041 -0.58327 0.87765
C 1.81473 0.30193 0.88676
C 3.03346 -0.32655 -0.01610
C 3.20075 -1.95513 0.08449
Br 4.71365 -2.42647 -1.20010
C -0.84889 0.46106 0.61764
C -0.86020 1.61969 1.82321
N -1.24149 2.34552 2.85446
C -2.30014 -0.34118 0.50358
C -3.40673 -0.20129 1.73936
C -4.88084 -0.98970 1.69421
C -5.22643 -1.92744 0.37761
C -4.14179 -2.05435 -0.86059
C -2.68901 -1.26113 -0.82228
H 0.41443 -1.35604 -0.00149
H 2.21975 0.53037 1.96868
H 1.55053 1.35218 0.40993
H 2.87877 0.02028 -1.13648
H 4.06160 0.15895 0.32425
H 3.54545 -2.30468 1.16374
H 2.23593 -2.56190 -0.18864
H -0.63878 1.03260 -0.40702
H -3.21545 0.42535 2.72354
H -5.61932 -0.85101 2.62049
H -6.26640 -2.48203 0.37187
H -4.46344 -2.73741 -1.76926
H -1.92885 -1.35747 -1.73689
C -4.84506 0.27862 -3.43295
C -5.93806 -0.42953 -3.72380
C -6.73067 -0.15830 -4.95500
O -7.71968 -0.83818 -5.20531
C -6.28816 0.93683 -5.83219
C -5.19712 1.64712 -5.53936
C -4.38936 1.35764 -4.32286
O -3.38101 2.01577 -4.08996
O -4.77714 2.67947 -6.35793
O -6.37402 -1.44351 -2.89079
H -4.25831 0.09067 -2.54261
H -6.88340 1.13499 -6.71433
H -3.96675 3.03612 -5.93300
H -7.18089 -1.80403 -3.31888
C -7.53773 -7.34381 -1.14018
C -7.11369 -6.09595 -0.93103
C -8.07030 -4.95782 -0.84613
O -7.65245 -3.82490 -0.63422
C -9.50162 -5.24555 -1.02816
C -9.92512 -6.49298 -1.24075
C -8.97110 -7.63434 -1.29806
O -9.39220 -8.77230 -1.47659
O -11.26859 -6.77010 -1.41537
O -5.76776 -5.81479 -0.78431
H -6.85359 -8.18074 -1.20188
H -10.18432 -4.40679 -0.98188
H -11.31906 -7.74144 -1.55121
H -5.71793 -4.84438 -0.64248
C 6.57342 2.35610 2.74807
C 7.80679 2.54842 3.21981
C 9.00496 2.09598 2.46001
O 10.12629 2.30361 2.91004
C 8.78835 1.40228 1.18077
C 7.55478 1.20698 0.71088
C 6.35838 1.68390 1.45741
O 5.23810 1.50599 0.99107
O 7.34388 0.55337 -0.48933
O 8.01666 3.17712 4.43341
H 5.69377 2.68183 3.28884
H 9.66703 1.06285 0.64742
H 6.36943 0.53884 -0.61072
H 8.99127 3.19697 4.55181
C 8.05849 6.36323 0.00925
C 7.80706 7.61340 0.40243
C 6.51294 7.97741 1.04304
O 6.31808 9.13050 1.41107
C 5.50302 6.91998 1.20578
C 5.75333 5.67064 0.80938
C 7.05762 5.30119 0.19417
O 7.26528 4.14054 -0.14338
O 4.80767 4.67255 0.95684
O 8.74192 8.61751 0.22951
H 8.99569 6.08429 -0.45570
H 4.56013 7.20197 1.65653
H 5.22688 3.86075 0.59666
H 8.32498 9.42790 0.59517
C -1.47141 2.51580 -8.38044
C -0.58908 1.91988 -9.18486
C 0.52055 1.09131 -8.63729
O 1.30468 0.54057 -9.40204
C 0.63375 0.97040 -7.17538
C -0.24664 1.56924 -6.37105
C -1.37197 2.37477 -6.91958
O -2.17604 2.89810 -6.15554
O -0.14456 1.46202 -4.99618
O -0.67458 2.05004 -10.55886
H -2.28410 3.11907 -8.76504
H 1.45524 0.38001 -6.79025
H -0.89723 1.98097 -4.63747
H 0.07449 1.52616 -10.91763
C 0.48094 3.70378 8.70741
C 1.17578 3.25257 7.66131
C 0.62814 3.32723 6.27850
O 1.29781 2.92183 5.33500
C -0.71951 3.89004 6.10043
C -1.41557 4.33801 7.14707
C -0.85660 4.28854 8.52592
O -1.51288 4.72485 9.46564
O -2.68373 4.86565 6.98720
O 2.43250 2.69924 7.82441
H 0.86783 3.65774 9.71761
H -1.11273 3.92199 5.09241
H -2.97618 5.11979 7.88964
H 2.72730 2.45070 6.92130
C 2.21301 -6.52219 1.06928
C 2.10294 -7.81832 1.36704
C 1.24962 -8.28309 2.49551
O 1.15325 -9.48194 2.73322
C 0.54952 -7.26538 3.29472
C 0.66248 -5.96908 2.99894
C 1.49364 -5.50677 1.85370
O 1.56331 -4.30992 1.59517
O 0.00944 -5.00715 3.74754
O 2.77818 -8.77833 0.63590
H 2.82797 -6.17063 0.25041
H -0.05305 -7.61558 4.12298
H 0.24804 -4.14870 3.33445
H 2.53475 -9.63707 1.04527
```

Output
- molecular weight (Da) = 1257.8
- energy (eV) = -188034.0277
- gap between HOMO and LUMO (eV) = 6.97
- LUMO energy (eV) = -2.0


# 6
C2H6Cl4GeN2O2Pt as an isolated structure, computed with ωB97M-V/def2-TZVPD.

Structure (XYZ):
```
18
C2H6Cl4GeN2O2Pt (ωB97M-V/def2-TZVPD)
Pt 0.20652 0.08663 -0.02957
C -4.27336 2.03421 0.93256
O -3.75915 0.90077 1.65373
C -2.57159 0.46903 1.32273
O -1.87505 0.98019 0.44500
N -2.17200 -0.60303 2.05113
N -0.93568 -1.21419 1.80230
H -5.23863 2.25390 1.38075
H -4.38791 1.78545 -0.12217
H -3.60138 2.88625 1.03398
H -2.78672 -0.95269 2.78014
H -1.05013 -2.16745 1.44323
H -0.35630 -1.22774 2.64473
Cl -2.93607 -1.26100 -1.82723
Ge -0.76519 -1.30407 -1.97894
Cl -0.18529 -3.27694 -1.21716
Cl -0.30178 -1.25390 -4.05014
Cl 2.09228 1.05144 0.39908
```

Output
- molecular weight (Da) = 499.6
- energy (eV) = -119092.8223
- multiplicity = 4
- gap between HOMO and LUMO (spin up / spin down) (eV) = 9.42 / 6.76
- LUMO energy (spin up / spin down) (eV) = -3.6 / -7.7
- <S²> = 3.7603
- charge = +1